No. 1
{"formula": "C15H16ClHoN", "method": "wB97M-V/def2-TZVPD", "species": ["C", "C", "C", "C", "C", "Ho", "C", "C", "C", "N", "H", "H", "H", "H", "H", "H", "H", "H", "H", "H", "Cl", "C", "C", "C", "C", "C", "C", "C", "H", "H", "H", "H", "H", "H"], "xyz": [[2.743, 1.493, -0.385], [3.073, 0.103, -0.574], [2.818, -0.586, 0.650], [2.335, 0.370, 1.594], [2.269, 1.650, 0.955], [0.588, 0.232, -0.361], [0.954, -0.916, -2.449], [0.771, 0.425, -3.081], [1.214, 0.771, -4.368], [0.233, 1.339, -2.263], [3.071, -1.624, 0.857], [3.527, -0.328, -1.460], [2.130, 0.181, 2.645], [1.969, 2.588, 1.419], [2.850, 2.279, -1.126], [1.880, -1.405, -2.775], [-0.074, 2.219, -2.664], [0.060, -1.561, -2.499], [1.897, 0.064, -4.832], [1.180, 1.811, -4.692], [-2.556, -0.541, -1.046], [-2.833, -0.591, 0.663], [-4.062, -0.233, 1.189], [-4.173, 0.009, 2.568], [-3.045, -0.129, 3.376], [-1.841, -0.584, 2.872], [-1.735, -0.931, 1.498], [-0.554, -1.553, 0.955], [-4.916, -0.103, 0.538], [-5.129, 0.307, 2.985], [-3.117, 0.128, 4.435], [-0.961, -0.693, 3.511], [0.163, -1.902, 1.698], [-0.728, -2.289, 0.166]], "e_lumo_ha": [0.10371, 0.10373], "total_energy_ev": -55625.3960, "charge": -1, "multiplicity": 5, "gap_ev": [5.681, 5.694], "relative_energy_kcal_mol": 0.0}



No. 2
{"formula": "C15H16F3N3O9PS", "method": "wB97M-V/def2-TZVPD", "species": ["O", "C", "F", "N", "C", "O", "F", "N", "C", "C", "S", "O", "O", "F", "N", "C", "C", "C", "C", "O", "C", "P", "O", "O", "H", "H", "H", "H", "H", "H", "H", "H", "H", "H", "H", "H", "C", "C", "C", "O", "C", "C", "C", "O", "H", "H", "H", "H"], "xyz": [[0.564, -1.980, 1.123], [0.352, -1.353, 0.145], [-0.604, -1.730, -0.698], [1.044, -0.163, -0.259], [2.218, 0.087, 0.536], [3.129, -0.664, 0.483], [2.262, 1.187, 1.272], [0.203, 0.957, -0.404], [0.402, 1.702, -1.535], [-0.534, 2.670, -1.382], [-0.681, 3.907, -2.656], [-1.069, 3.298, -3.865], [-1.473, 5.001, -2.243], [0.797, 4.412, -2.803], [-1.248, 2.505, -0.232], [-2.353, 3.367, 0.212], [-3.655, 2.578, 0.535], [-4.733, 2.733, -0.576], [-5.667, 1.500, -0.469], [-5.153, 0.421, -1.240], [-0.767, 1.439, 0.399], [-1.364, 0.786, 2.096], [-0.121, 0.705, 3.136], [-1.995, -0.710, 1.920], [1.139, 1.527, -2.308], [-2.067, 3.920, 1.115], [-2.616, 4.123, -0.530], [-4.104, 2.954, 1.459], [-3.493, 1.501, 0.644], [-4.294, 2.689, -1.583], [-5.313, 3.653, -0.454], [-6.713, 1.752, -0.679], [-5.626, 1.189, 0.592], [-5.408, -0.394, -0.800], [0.255, 1.585, 3.282], [-2.660, -0.661, 1.215], [4.429, -3.460, 0.543], [4.142, -4.186, -0.534], [4.803, -5.490, -0.783], [4.541, -6.148, -1.766], [5.796, -5.955, 0.216], [6.084, -5.230, 1.294], [5.422, -3.926, 1.543], [5.680, -3.263, 2.524], [3.958, -2.505, 0.742], [3.420, -3.864, -1.275], [6.267, -6.909, 0.017], [6.805, -5.553, 2.033]], "e_lumo_ha": -0.17628, "total_energy_ev": -66978.1727, "charge": 1, "gap_ev": 6.980}



No. 3
{"formula": "C15H16N2O2", "method": "wB97M-V/def2-TZVPD", "species": ["N", "O", "O", "C", "C", "C", "C", "C", "C", "C", "C", "C", "C", "C", "N", "C", "C", "C", "C", "H", "H", "H", "H", "H", "H", "H", "H", "H", "H", "H", "H", "H", "H", "H", "H"], "xyz": [[-0.657, 4.568, -1.893], [4.014, -2.171, 0.786], [2.860, -4.351, -0.580], [0.027, 3.435, -2.184], [-1.391, 4.126, -0.756], [-0.142, 0.291, 1.039], [-1.309, 2.772, -0.555], [-1.346, 0.485, 0.357], [1.967, -1.036, 1.099], [0.677, -3.228, -0.296], [2.672, -2.187, 0.646], [2.077, -3.269, -0.115], [0.562, -0.977, 0.857], [-0.048, -2.052, 0.187], [-0.268, 2.332, -1.426], [0.511, 1.487, 1.762], [-2.083, 1.871, 0.328], [-2.038, -0.662, -0.491], [-1.569, -1.985, 0.033], [4.348, -3.131, 0.797], [2.325, -4.829, -1.244], [0.727, 3.425, -2.935], [-2.105, 4.857, -0.480], [2.384, -0.220, 1.765], [0.095, -4.017, -0.812], [-0.122, 1.369, -1.657], [-0.251, 2.165, 2.058], [0.996, 1.087, 2.648], [1.201, 2.015, 1.127], [-3.115, 1.664, 0.038], [-2.093, 2.124, 1.296], [-3.171, -0.634, -0.335], [-1.816, -0.383, -1.530], [-1.999, -2.739, -0.560], [-1.921, -2.203, 1.025]], "e_lumo_ha": 0.01753, "total_energy_ev": -22887.9982, "charge": 0, "gap_ev": 8.263, "smiles": "CC1=C(Cc2cnc[nH]2)CCc2cc(O)c(O)cc21", "relative_energy_kcal_mol": 64.2}